#a
Molecular formula: C3H4NO
Method: DFT, wB97M-V/def2-TZVPD

```
! wB97M-V def2-TZVPD RIJCOSX def2/J DEFGRID3
* xyz 1 1
C -0.053 -0.270 -1.267
C -1.232 -0.875 -1.338
C -0.211 0.048 1.105
N 0.599 0.214 -0.199
O -1.274 -0.475 1.014
H 0.202 -0.176 -2.394
H 0.544 -0.224 1.830
H -0.221 1.153 1.371
H 1.646 0.606 -0.121
*
```

Calculated values
molecular weight: 70.07 Da
Kohn-Sham gap (spin up / spin down): 0.2533 / 0.2522 Ha
lowest unoccupied orbital energy (spin up / spin down): -9.04 / -9.04 eV



#b
Molecular formula: C3H4NO
Method: DFT, wB97M-V/def2-TZVPD

```
! wB97M-V def2-TZVPD RIJCOSX def2/J DEFGRID3
* xyz 1 1
C -0.824 0.246 -0.980
C -0.618 1.590 -0.047
C 0.589 -0.149 0.770
N -0.045 -0.590 -0.383
O 0.198 1.275 0.783
H -1.470 -0.072 -1.815
H 0.389 -0.635 1.849
H 1.695 -0.195 0.587
H 0.087 -1.471 -0.763
*
```

Calculated values
molecular weight: 70.07 Da
Kohn-Sham gap: 0.2845 Ha
lowest unoccupied orbital energy: -6.58 eV



#c
Molecular formula: C3H4NO
Method: DFT, wB97M-V/def2-TZVPD

```
! wB97M-V def2-TZVPD RIJCOSX def2/J DEFGRID3
* xyz 1 1
C -1.758 -1.064 -0.733
C 2.518 0.218 -0.511
C -0.377 0.523 0.636
N -1.135 -0.283 -0.193
O 3.560 0.194 -0.882
H -2.286 -1.873 -0.959
H 0.662 0.524 0.302
H -0.282 0.213 1.773
H -0.902 1.549 0.567
*
```

Calculated values
molecular weight: 70.07 Da
Kohn-Sham gap: 0.4283 Ha
lowest unoccupied orbital energy: -5.18 eV



Most favorable first, least favorable last: #c, #b, #a



#a
Molecular formula: C3H4NO
Method: DFT, wB97M-V/def2-TZVPD

```
! wB97M-V def2-TZVPD RIJCOSX def2/J DEFGRID3
* xyz 1 1
C 2.254 0.925 -0.932
C -0.874 0.410 0.219
C -0.214 -0.883 0.280
N 1.723 0.087 -0.305
O 1.051 -1.009 0.130
H -0.253 1.337 0.567
H -1.941 0.336 0.403
H -0.590 -1.783 0.510
H -1.155 0.580 -0.871
*
```

Calculated values
molecular weight: 70.07 Da
Kohn-Sham gap: 0.3612 Ha
lowest unoccupied orbital energy: -7.26 eV



#b
Molecular formula: C3H4NO
Method: DFT, wB97M-V/def2-TZVPD

```
! wB97M-V def2-TZVPD RIJCOSX def2/J DEFGRID3
* xyz 1 1
C -0.587 -1.072 0.087
C -1.552 -0.356 0.253
C -0.100 1.281 0.058
N 0.666 -1.008 -0.214
O -1.246 0.923 -0.239
H 0.471 0.608 0.738
H 0.148 2.291 -0.196
H 1.231 -1.252 0.603
H 0.969 -1.416 -1.091
*
```

Calculated values
molecular weight: 70.07 Da
Kohn-Sham gap (spin up / spin down): 0.3198 / 0.3198 Ha
lowest unoccupied orbital energy (spin up / spin down): -6.44 / -6.44 eV



Most favorable first, least favorable last: #a, #b



#a
Molecular formula: C3H4S
Method: DFT, wB97M-V/def2-TZVPD

```
! wB97M-V def2-TZVPD RIJCOSX def2/J DEFGRID3
* xyz 0 1
C -1.476 -0.340 0.036
C -1.278 -0.808 -1.045
H -1.663 0.020 1.004
H -1.062 -1.331 -2.059
C 1.258 0.703 0.547
S 1.986 -0.205 -0.565
H 1.180 1.797 0.518
H 1.054 0.164 1.564
*
```

Calculated values
molecular weight: 72.13 Da
Kohn-Sham gap: 0.3058 Ha
lowest unoccupied orbital energy: -0.43 eV
SMILES string: C#C.C=S



#b
Molecular formula: C3H4S
Method: DFT, wB97M-V/def2-TZVPD

```
! wB97M-V def2-TZVPD RIJCOSX def2/J DEFGRID3
* xyz 0 1
S 2.505 0.038 0.043
C 0.877 -0.062 -0.018
C -0.368 -0.785 0.030
C -0.419 0.781 0.050
H -0.639 -1.167 -1.033
H -0.624 -1.445 0.947
H -0.521 1.496 0.883
H -0.811 1.144 -0.903
*
```

Calculated values
molecular weight: 72.13 Da
Kohn-Sham gap: 0.3003 Ha
lowest unoccupied orbital energy: -0.24 eV
SMILES string: S=C1CC1



Most favorable first, least favorable last: #b, #a



#a
Molecular formula: C2H2O4
Method: DFT, wB97M-V/def2-TZVPD

```
! wB97M-V def2-TZVPD RIJCOSX def2/J DEFGRID3
* xyz 0 1
C 0.682 -1.430 0.293
C 0.068 0.534 0.104
O -0.184 -1.832 -0.356
O 1.681 -1.423 0.908
O -0.701 0.957 0.990
O -0.264 0.972 -1.055
H -1.548 1.596 0.864
H 0.267 0.627 -1.750
*
```

Calculated values
molecular weight: 90.03 Da
Kohn-Sham gap: 0.3673 Ha
lowest unoccupied orbital energy: 0.32 eV



#b
Molecular formula: C2H2O4
Method: DFT, wB97M-V/def2-TZVPD

```
! wB97M-V def2-TZVPD RIJCOSX def2/J DEFGRID3
* xyz 0 1
O 1.617 -0.867 0.457
C 0.660 -0.004 0.124
O 0.779 1.375 0.163
O -0.777 1.376 -0.167
C -0.661 -0.003 -0.118
O -1.617 -0.864 -0.462
H 2.493 -0.505 0.271
H -2.494 -0.508 -0.268
*
```

Calculated values
molecular weight: 90.03 Da
Kohn-Sham gap: 0.2830 Ha
lowest unoccupied orbital energy: -0.23 eV
SMILES string: Oc1ooc1O



Most favorable first, least favorable last: #a, #b



#a
Molecular formula: C7H8NO4
Method: DFT, wB97M-V/def2-TZVPD

```
! wB97M-V def2-TZVPD RIJCOSX def2/J DEFGRID3
* xyz -1 1
C -1.856 -2.497 0.066
C -0.920 -2.220 0.773
C 1.032 -0.266 -1.637
C 3.067 0.677 -0.225
C 2.316 -0.062 -1.317
C -0.592 0.459 -0.035
C -2.427 1.319 1.076
N -0.120 0.138 -1.210
O 2.489 0.791 0.939
O 4.212 1.021 -0.472
O -0.148 0.478 1.106
O -1.908 0.928 -0.136
H -2.680 -2.720 -0.472
H -0.119 -1.681 1.275
H 0.951 -0.659 -2.607
H 2.946 -0.430 -2.129
H -3.523 1.210 0.953
H -2.177 2.428 1.440
H -2.084 0.502 1.770
H 1.541 0.585 0.841
*
```

Calculated values
molecular weight: 170.14 Da
Kohn-Sham gap: 0.2854 Ha
lowest unoccupied orbital energy: 3.63 eV



#b
Molecular formula: C7H8NO4
Method: DFT, wB97M-V/def2-TZVPD

```
! wB97M-V def2-TZVPD RIJCOSX def2/J DEFGRID3
* xyz -1 1
C -0.968 1.160 -2.059
O -1.288 -0.004 -1.377
C -0.255 -0.510 -0.492
C -0.561 -1.837 0.027
C -0.010 -2.312 1.176
C 0.591 -1.340 2.046
N 0.527 -0.074 1.904
C 0.186 0.441 0.662
O -0.904 1.429 0.993
C 1.477 1.336 0.012
O 2.131 0.849 -0.942
O 1.608 2.458 0.518
H -1.643 1.323 -2.797
H 0.123 1.137 -2.478
H -0.894 1.925 -1.335
H 0.711 -0.725 -1.049
H -1.403 -2.372 -0.424
H -0.131 -3.292 1.678
H 1.155 -1.821 2.901
H -0.452 2.230 1.034
*
```

Calculated values
molecular weight: 170.14 Da
Kohn-Sham gap: 0.3033 Ha
lowest unoccupied orbital energy: 3.60 eV
SMILES string: CO[C@@H]1C=CC=N[C@@]1(O)C(=O)[O-]



Most favorable first, least favorable last: #b, #a



#a
Molecular formula: CH2N2O2S
Method: DFT, wB97M-V/def2-TZVPD

```
! wB97M-V def2-TZVPD RIJCOSX def2/J DEFGRID3
* xyz 0 1
N 1.352 -0.227 0.489
C 0.220 -0.157 -0.596
S 0.312 -0.103 -2.175
N -1.025 -0.415 0.044
O -1.612 0.399 0.890
O -2.196 0.198 -0.303
H 0.920 -0.106 1.490
H 2.029 0.411 0.160
*
```

Calculated values
molecular weight: 106.11 Da
Kohn-Sham gap: 0.3423 Ha
lowest unoccupied orbital energy: -0.19 eV
SMILES string: NC(=S)n1oo1



#b
Molecular formula: CH2N2O2S
Method: DFT, wB97M-V/def2-TZVPD

```
! wB97M-V def2-TZVPD RIJCOSX def2/J DEFGRID3
* xyz 0 1
C -0.028 0.105 0.288
N 0.493 0.828 1.257
N 0.260 1.315 2.250
O -2.652 1.014 0.159
O -1.642 0.603 2.377
S -2.048 0.061 1.062
H -0.109 0.624 -0.662
H 0.392 -0.891 0.193
*
```

Calculated values
molecular weight: 106.11 Da
Kohn-Sham gap (spin up / spin down): 0.3543 / 0.3543 Ha
lowest unoccupied orbital energy (spin up / spin down): 0.02 / 0.03 eV



Most favorable first, least favorable last: #b, #a